1.
89
Properties=species:S:1:pos:R:3:forces:R:3:lowdin_charge:R:1 method="wB97M-V/def2-TZVPD" total_charge=0 relative_energy_kj_mol=0.0 orbital_gap_ev=7.86 lumo_energy_ev=0.10
Bi -0.2389 0.0525 -1.0719 -0.04 -0.05 -0.01 1.431
C -2.0724 1.6751 1.3976 0.02 -0.05 -0.03 -0.092
N -0.9260 2.1751 0.6371 0.04 0.00 0.00 -0.251
C 0.2045 2.4088 1.5453 -0.01 0.01 0.03 -0.164
C 1.5238 2.5191 0.8106 0.00 -0.04 -0.03 -0.189
N 1.9474 1.2329 0.2423 0.02 -0.08 0.02 -0.237
C 2.4680 0.3408 1.2959 -0.07 0.04 -0.02 -0.069
C 2.9429 1.3642 -0.7951 0.07 0.20 0.09 -0.331
C 3.8183 2.4453 -0.8261 -0.02 -0.03 0.01 -0.029
C 4.7767 2.5596 -1.8206 0.02 0.06 0.03 -0.082
C 4.8737 1.5824 -2.7960 0.00 -0.05 -0.03 -0.087
C 4.0107 0.5003 -2.7690 -0.01 0.01 -0.01 -0.111
C 3.0417 0.3750 -1.7750 0.11 0.00 -0.08 -0.614
S 1.9921 -1.0358 -1.8132 -0.13 -0.08 0.03 0.605
C -1.2427 3.3309 -0.1713 0.00 0.01 0.02 -0.291
C -1.9520 4.3884 0.3958 0.00 -0.02 0.02 -0.039
C -2.2952 5.5099 -0.3366 0.00 0.01 -0.02 -0.087
C -1.9176 5.5821 -1.6709 -0.01 -0.01 0.01 -0.087
C -1.2057 4.5446 -2.2418 0.00 -0.02 0.00 -0.132
C -0.8451 3.4029 -1.5116 -0.02 0.05 -0.05 -0.586
S 0.1179 2.2144 -2.3994 0.00 -0.03 0.05 0.610
H -2.3399 2.3206 2.2428 -0.01 0.01 0.00 0.092
H -1.8181 0.6923 1.8005 -0.01 0.02 -0.02 0.038
H -2.9296 1.5731 0.7370 0.01 0.01 0.02 0.052
H 0.2285 1.5813 2.2584 -0.01 -0.01 0.00 0.106
H 0.0425 3.3261 2.1289 0.01 0.01 0.00 0.133
H 2.2816 2.9044 1.5047 -0.01 0.02 0.03 0.126
H 1.4196 3.2361 -0.0043 0.03 -0.01 -0.02 0.111
H 3.3492 0.7862 1.7734 0.02 -0.01 0.00 0.104
H 2.7385 -0.6187 0.8598 0.01 0.00 -0.03 0.064
H 1.7026 0.1690 2.0494 0.01 0.00 0.01 0.038
H 3.7595 3.2134 -0.0673 -0.02 0.00 0.00 0.106
H 5.4403 3.4144 -1.8301 0.00 -0.01 0.00 0.102
H 5.6111 1.6626 -3.5840 0.00 0.00 0.00 0.103
H 4.0639 -0.2600 -3.5375 -0.01 0.00 0.00 0.100
H -2.2430 4.3265 1.4375 0.00 0.00 0.00 0.110
H -2.8493 6.3147 0.1279 -0.01 0.00 -0.01 0.101
H -2.1798 6.4445 -2.2703 0.00 0.00 0.00 0.104
H -0.9138 4.5975 -3.2834 0.01 0.00 0.00 0.100
Cl 0.8389 -5.1720 -6.4271 0.00 -0.01 -0.01 0.653
C 0.3007 -3.8857 -5.3889 -0.01 -0.01 0.05 -0.669
C 0.1784 -2.5956 -5.9041 -0.01 0.03 -0.01 -0.116
C -0.2508 -1.5711 -5.0965 0.05 0.00 -0.05 -0.562
Cl -0.3698 0.0258 -5.7541 0.00 0.01 0.01 0.723
C -0.5757 -1.7589 -3.7280 -0.03 0.04 -0.02 -0.426
O -1.0125 -0.7645 -3.0222 0.01 -0.07 -0.04 -0.410
C -0.4229 -3.0817 -3.2425 -0.01 0.00 0.03 -0.150
C -0.6817 -3.4265 -1.8585 -0.01 0.00 0.02 -0.204
O -0.9020 -2.6507 -0.9419 0.01 -0.02 0.05 -0.128
C -0.0014 -4.1271 -4.0759 0.01 -0.01 -0.03 -0.065
H 0.4233 -2.3985 -6.9386 0.00 0.01 0.00 0.107
H -0.6570 -4.5117 -1.6444 0.00 0.01 0.01 0.134
H 0.0927 -5.1263 -3.6683 0.00 0.00 0.00 0.114
C -2.1849 -2.4331 2.0667 -0.03 0.00 0.02 -0.259
P -0.4752 -1.7708 2.0809 0.03 0.02 -0.09 0.970
C 0.5155 -3.3024 2.1930 -0.03 0.00 0.05 -0.382
C 0.3623 -4.2138 3.2383 0.01 0.00 0.00 -0.093
C 1.1228 -5.3703 3.2787 0.00 0.00 -0.01 -0.082
C 2.0494 -5.6277 2.2739 0.00 -0.01 0.01 -0.086
C 2.2122 -4.7261 1.2348 -0.01 0.02 -0.02 -0.075
C 1.4464 -3.5662 1.1941 0.03 -0.02 -0.01 -0.108
C -0.3258 -1.1138 3.7825 0.03 -0.03 0.05 -0.397
C 0.9300 -1.0601 4.3944 -0.02 0.01 -0.01 -0.113
C 1.0959 -0.4444 5.6245 -0.01 0.00 0.01 -0.081
C 0.0095 0.1324 6.2703 0.01 0.00 0.00 -0.092
C -1.2423 0.0810 5.6781 -0.01 0.00 -0.01 -0.086
C -1.4083 -0.5364 4.4446 -0.01 0.02 0.00 -0.109
H -2.3976 -3.0691 2.9268 0.01 0.00 0.01 0.046
H -2.2947 -3.0049 1.1465 0.01 0.00 -0.01 0.030
H -2.9073 -1.6160 2.0372 0.00 0.00 -0.01 0.031
H -0.3477 -4.0098 4.0321 0.00 0.00 0.00 0.108
H 0.9976 -6.0716 4.0939 0.00 0.00 0.00 0.102
H 2.6451 -6.5311 2.3064 0.00 0.00 0.00 0.102
H 2.9353 -4.9181 0.4521 0.00 0.00 0.01 0.106
H 1.5737 -2.8648 0.3771 0.01 0.02 0.00 0.044
H 1.7839 -1.5199 3.9094 0.00 0.00 -0.01 0.106
H 2.0759 -0.4196 6.0841 0.00 0.00 0.00 0.104
H 0.1388 0.6120 7.2318 0.00 0.00 0.00 0.101
H -2.0983 0.5165 6.1780 0.00 0.00 0.00 0.103
H -2.3976 -0.5703 4.0046 0.00 0.00 0.00 0.092
C -3.1894 1.4752 -3.5218 -0.02 0.00 -0.04 -0.400
S -3.5221 0.6907 -1.9367 0.00 0.04 -0.02 0.733
C -4.6069 1.9563 -1.2482 -0.01 0.05 0.04 -0.412
H -2.7772 2.4724 -3.3712 0.00 0.00 0.01 0.019
H -4.1039 1.5322 -4.1118 -0.01 -0.01 0.01 0.042
H -2.4509 0.8611 -4.0291 0.00 0.01 0.00 -0.019
H -4.9682 1.6096 -0.2804 -0.01 0.00 -0.01 0.028
H -5.4671 2.1123 -1.8987 0.01 -0.02 -0.01 0.038
H -4.0752 2.9008 -1.1156 0.01 -0.01 0.00 0.027

2.
94
Properties=species:S:1:pos:R:3:forces:R:3:lowdin_spin:R:1 method="wB97M-V/def2-TZVPD" total_charge=+2 spin_multiplicity=2 orbital_gap_ev="4.40 / 4.62" lumo_energy_ev="-7.02 / -6.78"
Re -0.3061 -0.1217 -0.0892 0.87 -1.87 0.17 0.818
N -3.7174 0.6430 -3.1311 0.31 -0.69 0.05 0.008
C -4.1444 1.9791 -3.1709 -0.21 1.01 0.10 -0.001
C -5.1163 2.3826 -4.0742 0.20 -0.10 0.19 0.001
C -5.5512 3.7016 -4.0813 0.04 0.01 0.04 -0.001
C -5.0241 4.6172 -3.1887 0.01 -0.06 -0.05 0.001
C -4.0393 4.2244 -2.2925 0.05 -0.25 -0.04 -0.001
C -3.6026 2.9139 -2.2966 0.11 -0.66 -0.05 0.000
S -2.3007 2.4389 -1.1809 -0.39 0.86 -0.25 -0.003
N -2.0971 0.7603 -1.4199 0.79 -0.63 0.37 -0.006
C -2.7840 0.1073 -2.3111 -0.18 0.44 -0.07 0.005
C -2.5307 -1.3409 -2.4450 -0.20 -0.54 -0.27 0.000
C -3.2342 -2.1651 -3.3258 0.30 0.32 0.30 0.002
C -2.9041 -3.5089 -3.3990 0.15 -0.09 0.13 0.000
C -1.8869 -3.9956 -2.5985 -0.29 0.31 -0.10 0.001
C -1.2563 -3.1109 -1.7347 0.25 -0.52 0.09 0.000
N -1.5720 -1.8308 -1.6520 0.47 1.07 0.76 0.003
H -4.1720 0.0364 -3.7985 0.18 0.06 0.21 0.000
H -5.5317 1.6725 -4.7738 -0.08 -0.11 -0.08 0.000
H -6.3040 4.0084 -4.7892 -0.08 0.01 -0.06 0.000
H -5.3671 5.6384 -3.1881 -0.05 0.12 -0.01 0.000
H -3.6120 4.9290 -1.5973 0.05 0.16 0.10 0.000
H -4.0323 -1.7994 -3.9538 0.01 0.03 0.01 0.000
H -3.4404 -4.1617 -4.0693 -0.05 -0.05 -0.08 0.000
H -1.6053 -5.0369 -2.6303 0.05 -0.03 0.07 0.000
H -0.4622 -3.4409 -1.0849 -0.03 -0.07 0.01 0.000
O 0.5701 -2.3377 0.2685 -0.70 2.04 -0.20 0.012
N 1.4814 -2.4304 1.1573 0.55 0.03 0.49 0.019
N 1.8440 -1.3468 1.7002 -1.18 -0.87 -1.03 -0.013
O 1.3095 -0.1995 1.3499 -1.50 0.48 -1.58 0.046
C 2.9166 -1.3473 2.6191 1.23 0.16 0.85 0.000
C 3.4738 -0.1359 3.0135 -0.33 -0.04 -0.31 -0.003
C 4.5695 -0.1378 3.8578 0.07 -0.14 -0.09 0.001
C 5.1034 -1.3344 4.3088 -0.09 0.07 -0.03 -0.003
C 4.5309 -2.5388 3.9206 0.00 0.04 -0.07 0.000
C 3.4383 -2.5572 3.0730 -0.21 0.12 -0.11 -0.003
H 3.0324 0.7857 2.6711 -0.03 0.02 0.07 0.000
H 5.0115 0.8004 4.1515 0.00 0.10 0.09 0.000
H 5.9564 -1.3251 4.9695 0.07 -0.04 0.06 0.000
H 4.9414 -3.4705 4.2746 0.01 -0.12 0.07 0.000
H 2.9766 -3.4841 2.7728 0.03 -0.11 0.04 0.000
Br 0.4145 0.4192 4.3057 -0.20 0.14 -0.15 0.018
C -2.1702 0.3002 2.3645 -0.25 0.15 0.59 0.012
C -2.8126 -0.0927 3.5352 0.07 -0.14 -0.14 -0.003
C -2.9214 -1.4351 3.8457 0.05 0.14 -0.28 0.013
C -2.4199 -2.3606 2.9419 0.15 0.21 -0.16 -0.002
C -1.7908 -1.8989 1.8051 -0.20 -0.79 0.33 0.011
N -1.6436 -0.5981 1.5227 0.02 0.59 -0.48 0.002
H -3.1905 0.6534 4.2150 0.07 0.01 0.02 0.000
H -3.3841 -1.7534 4.7670 -0.04 0.01 0.07 0.001
H -2.4830 -3.4222 3.1186 -0.03 -0.07 -0.01 0.000
H -1.3863 -2.6060 1.0937 -0.01 0.15 0.10 0.001
C 0.7006 2.8693 -2.1452 0.25 -0.12 0.67 0.000
Si 1.1583 2.8772 -0.2902 0.82 0.54 -0.66 0.000
C 2.8759 2.1289 0.0821 -0.72 0.19 -0.12 0.000
C 1.1412 4.7098 0.2214 -0.03 -0.70 0.00 -0.001
N -0.1284 1.8685 0.5414 0.78 -1.63 -1.27 -0.010
C -0.7465 2.2759 1.6165 -0.98 -0.05 1.80 0.001
C -2.1368 1.7597 1.9527 0.18 -0.03 -0.10 0.001
C -2.9016 2.6293 2.8980 0.21 0.15 0.09 -0.002
C -2.3389 3.6379 3.5744 -0.59 -0.30 -0.11 0.000
C -0.9354 3.8686 3.4561 0.25 -0.25 -0.42 -0.003
C -0.1958 3.2340 2.5141 0.23 0.22 -0.11 -0.001
H 1.6029 2.9127 -2.7450 0.32 0.00 -0.06 0.000
H 0.1016 3.7364 -2.4052 -0.10 0.13 0.10 0.000
H 0.1577 1.9840 -2.4570 -0.12 -0.02 -0.11 -0.001
H 3.5845 2.4110 -0.6902 0.08 0.16 -0.21 0.000
H 2.8220 1.0472 0.1241 -0.03 -0.07 0.01 0.000
H 3.2706 2.4732 1.0337 -0.02 0.14 0.16 0.000
H 1.5158 5.2928 -0.6147 0.05 0.01 -0.28 0.000
H 1.7877 4.9311 1.0639 0.08 -0.05 0.18 0.000
H 0.1503 5.0830 0.4591 -0.22 0.04 -0.01 0.000
H -2.6971 1.7762 1.0019 0.12 0.13 0.21 0.000
H -3.9497 2.3939 3.0079 -0.10 0.01 0.07 0.000
H -2.9193 4.2517 4.2427 -0.11 0.04 0.09 0.000
H -0.4644 4.5577 4.1388 0.14 0.07 0.04 0.000
H 0.8621 3.4172 2.4478 0.14 0.04 0.04 0.000
C 5.3988 -2.6131 -0.2893 0.17 0.10 0.04 0.000
C 4.1338 -2.7297 -1.0550 -0.04 -0.27 -0.08 0.001
C 3.6856 -3.8958 -1.6332 -0.36 0.23 -0.14 -0.001
C 2.4730 -3.8774 -2.3481 0.84 -0.03 0.48 0.000
N 1.7453 -2.7725 -2.4252 -0.41 0.27 -0.15 0.000
C 2.1605 -1.6651 -1.8541 0.58 -0.45 0.18 0.010
S 1.2815 -0.2020 -2.0163 -0.72 1.26 0.21 0.062
N 3.3685 -1.6226 -1.2092 -0.42 -0.21 -0.21 0.003
C 1.9746 -5.0758 -3.0575 0.00 -0.18 -0.09 0.000
H 5.8346 -3.5946 -0.1224 0.00 0.03 -0.01 0.000
H 5.2308 -2.1330 0.6755 -0.06 0.01 0.06 0.000
H 6.1158 -2.0054 -0.8436 0.04 0.01 -0.02 0.000
H 4.2656 -4.8006 -1.5602 0.08 -0.05 0.08 0.000
H 3.6901 -0.7254 -0.8495 -0.13 -0.14 0.02 0.001
H 2.4233 -5.9863 -2.6724 0.00 -0.07 -0.01 0.000
H 2.2358 -4.9826 -4.1126 0.02 -0.02 -0.09 0.000
H 0.8915 -5.1317 -3.0032 -0.06 0.01 0.03 0.000